Entry 1:
The following is a quantum chemistry calculation of a 3-piece molecular cluster, C29H40BrNO6 overall at a distorted geometry, from the OMol25 dataset.

The geometry in ORCA input format:
```
! wB97M-V def2-TZVPD RIJCOSX def2/J DEFGRID3
* xyz 0 1
O -7.064 -2.331 0.355
C -1.303 -1.767 0.244
C -0.609 -0.107 2.213
H 2.200 8.736 -4.710
H -3.966 -0.483 3.623
C -6.478 -2.092 -0.915
C -5.851 -0.715 -1.041
C 6.871 -4.717 4.014
H 4.875 -1.749 1.867
H 2.871 5.645 -2.829
H 3.115 5.091 -5.261
C -3.590 -2.756 1.721
N 0.964 3.078 -0.701
C 3.998 5.235 -4.635
C -9.335 -1.587 -0.208
H 5.457 -3.240 3.235
C 3.253 0.155 -0.029
H -5.176 -0.521 -0.205
H -5.292 -0.634 -1.975
H 4.762 5.714 -5.252
O -1.048 2.504 0.348
H -8.442 -1.788 1.723
H -2.010 -3.182 -1.371
H 6.837 -5.825 3.888
H 2.402 7.204 -5.538
C -2.726 -1.726 2.304
O 5.745 -6.010 1.695
H -10.181 -1.026 0.195
H 3.561 -3.958 1.849
O 3.090 2.925 -1.785
H -2.213 -0.789 4.210
C 0.099 2.245 0.129
O 3.391 7.437 -3.732
C 0.989 1.038 0.541
H 1.171 3.942 -0.180
C 1.819 -1.084 1.618
C -1.545 -1.205 1.587
C 2.246 2.494 -1.058
C -8.138 -1.480 0.720
C 2.255 7.657 -4.552
C 0.955 7.187 -3.921
C 3.079 -1.010 0.874
H 6.266 -4.486 4.940
C -3.351 -3.317 0.381
H -4.007 -4.086 -0.088
H -1.142 0.870 2.084
H 4.207 0.258 -0.609
H -9.110 -1.184 -1.198
C -2.185 -2.789 -0.338
C 6.267 -3.895 2.808
C 4.271 -2.014 0.964
C 2.254 1.191 -0.203
H -7.794 -0.443 0.803
H 4.355 4.249 -4.331
H 4.931 -1.795 0.075
H 0.102 7.507 -4.523
Br 1.484 -2.523 2.880
H 4.560 6.105 -2.767
H -4.484 -3.145 2.261
H 3.040 -3.713 0.137
C 5.685 -4.812 1.664
C 3.683 6.084 -3.416
H -3.477 -2.122 4.317
H -5.696 -2.844 -1.037
O 5.093 -4.263 0.497
H 0.919 6.098 -3.845
H 0.849 7.590 -2.911
H -0.351 -0.332 3.284
H -0.437 -1.423 -0.378
H 7.899 -4.329 4.220
C 3.878 -3.535 0.852
C -3.134 -1.219 3.749
H 7.079 -3.290 2.317
C 0.757 -0.073 1.445
H -9.630 -2.630 -0.338
H -6.611 0.071 -1.039
H -7.208 -2.270 -1.712
*
```

- SMILES = CCC(=O)OCCc1cc2c(c(Cc3ccccc3C)c1Br)C(=O)NC2=O.CCOCC.CCOCC
- lowest unoccupied orbital energy (eV) = -0.96

Results of the Mulliken charge analysis, in e, for atoms 1 through 4:
1. O -0.392
2. C -0.383
3. C -1.101
4. H 0.327


Entry 2:
The following is a quantum chemistry calculation of C15H8Cl5N4PbS2 as an isolated structure, from the OMol25 dataset.

The geometry in ORCA input format:
```
! wB97M-V def2-TZVPD RIJCOSX def2/J DEFGRID3
* xyz 1 1
H 1.925 -0.079 4.264
C 2.892 0.286 0.598
H -4.440 1.475 3.281
C 2.230 0.017 3.231
H 4.913 -0.102 1.176
C -2.701 -3.178 -2.058
S -1.903 2.632 -0.300
C -5.005 1.170 2.405
H 4.317 -0.346 3.590
H 3.113 0.406 -0.455
N -0.921 0.757 1.651
Cl -3.656 -4.513 -2.524
S -4.459 2.081 0.951
C -0.131 0.475 2.600
H -4.905 0.100 2.244
N -2.251 0.959 1.847
Cl 0.176 -2.411 0.602
C 1.289 0.295 2.260
H -6.053 1.433 2.529
C -1.155 -0.994 -1.281
C -2.073 -0.868 -2.313
C -0.982 -2.225 -0.664
C -1.743 -3.326 -1.051
H -0.469 0.402 3.629
C 3.894 0.004 1.516
Pb -0.181 0.840 -0.582
Cl -1.517 -4.846 -0.298
N 2.339 1.930 -2.429
C 3.558 -0.131 2.850
C 1.422 1.590 -1.823
N 1.622 0.428 0.965
Cl -4.026 -1.768 -3.940
C -2.769 1.754 0.953
Cl -2.159 0.611 -3.192
C -2.868 -1.947 -2.695
*
```

- lowest unoccupied orbital energy (eV) = -4.54

Results of the Mulliken charge analysis, in e, for atoms 1 through 4:
1. H 0.425
2. C 0.040
3. H 0.291
4. C -0.917


Entry 3:
The following is a quantum chemistry calculation of a 2-piece molecular cluster, C3H3Br2NO2S overall at a distorted geometry, from the OMol25 dataset.

The geometry in ORCA input format:
```
! wB97M-V def2-TZVPD RIJCOSX def2/J DEFGRID3
* xyz 0 1
S 0.825 1.459 0.861
Br -1.949 -1.036 0.526
C -0.507 0.441 -1.364
O -1.032 0.348 -2.440
C -0.297 -0.767 -0.352
C 0.755 -0.366 0.567
H 0.072 -1.511 -1.035
N -0.060 1.531 -0.712
H 0.137 2.375 -1.257
H 0.797 -1.346 2.296
O -0.006 1.851 1.949
Br 2.568 -0.881 -0.031
*
```

- energy above the lowest of the compared OMol25 structures with the same formula, charge and spin (kJ/mol) = 306.9
- lowest unoccupied orbital energy (spin up / spin down) (eV) = -1.64 / -1.44

Results of the Mulliken charge analysis, in e, for atoms 1 through 4:
1. S 0.499
2. Br -0.034
3. C 0.339
4. O -0.555


Entry 4:
The following is a quantum chemistry calculation of a 2-piece molecular cluster, C7H14 overall at a distorted geometry, from the OMol25 dataset.

The geometry in ORCA input format:
```
! wB97M-V def2-TZVPD RIJCOSX def2/J DEFGRID3
* xyz 0 1
H 0.648 -1.232 0.554
H 2.056 0.296 4.991
C 0.600 -0.324 -0.018
C -1.417 -0.543 -1.513
H -1.774 -2.493 -0.596
C -1.951 -1.978 -1.566
H -0.268 0.833 1.745
H 2.724 0.404 4.690
H 1.990 2.071 0.177
H -1.199 -2.477 -2.177
H -1.859 0.136 -0.759
H 0.791 -1.193 -1.867
H -2.968 -2.047 -1.955
C -0.910 0.007 -2.710
C 1.448 1.771 1.087
H 2.116 1.148 1.679
H -0.662 1.406 0.229
C 0.176 0.892 0.729
H 1.395 2.779 1.558
C 0.135 -0.521 -1.345
H -1.071 1.064 -2.931
*
```

- energy above the lowest of the compared OMol25 structures with the same formula, charge and spin (kJ/mol) = 791.6
- lowest unoccupied orbital energy (eV) = -0.89

Results of the Mulliken charge analysis, in e, for atoms 1 through 4:
1. H 0.300
2. H 0.020
3. C -0.103
4. C 0.290


Entry 5:
The following is a quantum chemistry calculation of C45H62Ge2N5O5S3Ti as an isolated structure at a distorted geometry, from the OMol25 dataset.

The geometry in ORCA input format:
```
! wB97M-V def2-TZVPD RIJCOSX def2/J DEFGRID3
* xyz 1 1
O -2.417 0.903 -0.809
C -3.161 2.113 1.753
H 0.606 5.604 2.570
H 1.029 0.169 -6.466
C 3.678 -0.913 0.029
O 5.542 -0.131 6.767
C -3.676 -0.164 2.854
C -4.876 0.009 -1.036
N 1.315 -0.555 0.096
C 1.681 -3.021 -7.380
N 0.159 2.238 2.099
C -1.279 -1.371 3.784
H -7.278 -2.964 -1.250
S -2.328 -1.251 2.360
C 1.162 -3.578 -1.384
H 0.760 4.855 0.998
C -0.576 -2.755 5.602
C 2.281 3.311 2.632
C 0.735 -0.682 -3.911
H -2.308 -3.170 4.398
C 2.427 -1.575 1.943
C 1.228 -2.879 -5.024
H -0.780 4.763 1.882
Ge -0.536 -1.306 -2.545
H -1.839 1.831 -4.332
H 2.465 -0.133 -1.574
H 4.012 3.514 -2.457
O 4.720 -2.449 6.703
H 6.536 -1.691 0.921
C -0.517 3.169 -3.237
H -6.383 1.140 -2.076
C 1.499 -1.649 -7.487
N 6.652 -1.445 4.281
H 0.550 2.522 4.639
Ti -0.518 0.251 -0.422
N 0.317 2.110 0.688
H -1.686 -1.583 -5.478
H 1.919 -3.608 -8.256
C -0.192 -0.525 3.976
C 1.302 -1.114 1.328
C 0.764 3.452 2.693
H -2.511 1.440 3.699
H -4.449 -0.334 2.100
C -4.477 -1.217 -0.521
H 0.154 3.443 -4.058
H -7.946 -0.779 -2.183
C 0.309 4.732 1.986
H 0.127 2.988 0.200
H -3.482 -1.336 -0.112
H -2.627 2.697 -3.016
H -0.715 -3.626 6.228
C -4.315 2.054 0.753
C 6.171 -1.593 1.933
H -1.835 -3.132 -4.669
H 0.352 -1.185 1.819
H 1.585 -1.164 -8.450
C -1.484 -2.491 4.586
H -4.726 3.042 0.550
H -5.134 1.414 1.079
H 2.378 -1.956 2.953
S 4.665 -1.105 6.172
H -2.974 3.155 2.017
C -6.109 0.184 -1.646
H -2.243 3.534 -4.506
O 3.307 -0.626 5.916
H 1.302 -2.198 6.500
C 4.837 -1.482 2.267
H 2.633 2.203 -0.842
N 4.437 -1.365 3.527
C 0.288 3.456 4.141
C 0.733 -0.831 4.965
H 2.759 4.161 3.119
H 2.734 3.409 -3.660
C 3.169 2.908 -2.792
C -2.313 -1.421 -3.394
S -3.840 1.440 -0.927
C 3.668 -1.365 1.347
C -1.877 2.785 -3.801
H 1.765 1.022 -4.555
H 1.111 -3.379 -4.072
H -2.977 -1.952 -2.709
H 1.307 1.933 0.537
C -3.379 1.316 3.044
H 2.645 3.297 1.600
C 5.336 -1.324 4.488
H -0.914 -3.224 -0.938
C 1.194 -0.896 -6.364
H 3.567 1.954 -3.141
H -5.054 -3.255 -0.221
H -4.033 -0.627 3.778
H -4.226 1.735 3.592
H -0.798 3.591 4.195
H -0.028 0.329 3.333
H 1.173 -4.647 -1.166
C 1.544 -3.634 -6.144
C -0.236 -3.123 -1.795
H 2.607 2.400 3.135
H 1.910 -3.395 -2.157
Ge 0.509 1.745 -2.334
H -0.654 -3.790 -2.557
H -0.579 4.053 -2.596
H 1.639 -0.249 5.083
C -6.602 -2.122 -1.187
C 1.068 -1.497 -5.109
H 1.821 3.688 -1.301
H -3.282 -2.256 -5.152
C 7.045 -1.585 3.028
C -6.980 -0.896 -1.711
H 4.601 -0.785 -0.520
H 8.112 -1.693 2.866
O -1.541 -0.467 1.300
C 2.492 -0.519 -0.563
C 0.544 -1.948 5.769
C -2.275 -2.136 -4.746
C 2.141 2.709 -1.677
H 1.677 -4.704 -6.050
C 1.130 0.587 -3.781
H 0.748 4.277 4.689
C -5.351 -2.287 -0.602
H -2.267 1.750 1.253
H 1.506 -3.074 -0.480
H -0.832 2.210 2.300
H -2.724 -0.414 -3.507
*
```

- energy above the lowest of the compared OMol25 structures with the same formula, charge and spin (kJ/mol) = 222.4
- lowest unoccupied orbital energy (eV) = -3.66

Results of the Mulliken charge analysis, in e, for atoms 1 through 4:
1. O -0.367
2. C 1.141
3. H 0.491
4. H 0.441


Entry 6:
The following is a quantum chemistry calculation of C2H4InO2 as an isolated structure at a distorted geometry, from the OMol25 dataset.

The geometry in ORCA input format:
```
! wB97M-V def2-TZVPD RIJCOSX def2/J DEFGRID3
* xyz 3 1
H 1.809 -0.560 -0.745
H 0.742 0.678 -1.566
O -0.465 0.742 0.486
O -1.481 0.659 1.433
In -1.137 1.619 2.922
H -0.665 -1.251 0.358
H 0.510 -1.172 -1.790
C 0.795 -0.346 -1.119
C -0.107 -0.370 0.021
*
```

- energy above the lowest of the compared OMol25 structures with the same formula, charge and spin (kJ/mol) = 282.6
- lowest unoccupied orbital energy (eV) = -21.14

Results of the Mulliken charge analysis, in e, for atoms 1 through 4:
1. H 0.387
2. H 0.325
3. O -0.106
4. O 0.154


Entry 7:
The following is a quantum chemistry calculation of a 3-piece molecular cluster, C2H10O2S overall at a distorted geometry, from the OMol25 dataset.

The geometry in ORCA input format:
```
! wB97M-V def2-TZVPD RIJCOSX def2/J DEFGRID3
* xyz 0 1
S 0.182 -0.855 -1.491
O -2.142 0.293 1.254
H 0.367 2.404 -1.459
H 0.545 0.051 3.095
H -0.278 1.463 -0.106
C 1.365 0.501 -1.172
H 1.883 0.689 -2.116
H -0.461 -0.440 2.069
O 0.163 -0.759 2.743
H -2.776 0.875 0.823
H 1.053 -1.767 -1.903
C 0.626 1.712 -0.665
H 1.247 2.290 0.016
H -2.662 -0.159 1.935
H 2.125 0.148 -0.491
*
```

- energy above the lowest of the compared OMol25 structures with the same formula, charge and spin (kJ/mol) = 22.9
- SMILES = CCS.O.O
- lowest unoccupied orbital energy (eV) = 0.55

Results of the Mulliken charge analysis, in e, for atoms 1 through 4:
1. S -0.235
2. O -0.624
3. H 0.327
4. H 0.313


Entry 8:
The following is a quantum chemistry calculation of one molecule with the formula C4H5N at a distorted geometry, from the OMol25 dataset.

The geometry in ORCA input format:
```
! wB97M-V def2-TZVPD RIJCOSX def2/J DEFGRID3
* xyz 0 1
N 1.222 0.053 1.401
H 2.889 -0.809 2.337
C 0.210 0.338 0.736
C -0.719 0.680 -0.168
C -0.937 -0.212 -1.353
H -0.814 0.385 -2.308
C 1.970 -0.127 2.392
H -1.602 1.308 -0.005
H -2.022 -0.590 -1.595
H -0.198 -1.027 -1.436
*
```

- energy above the lowest of the compared OMol25 structures with the same formula, charge and spin (kJ/mol) = 419.7
- lowest unoccupied orbital energy (eV) = 0.12

Results of the Mulliken charge analysis, in e, for atoms 1 through 4:
1. N -0.034
2. H 0.163
3. C 0.372
4. C -0.428


Entry 9:
The following is a quantum chemistry calculation of C27H59FIN7O7S3 as an isolated structure at a distorted geometry, from the OMol25 dataset.

The geometry in ORCA input format:
```
! wB97M-V def2-TZVPD RIJCOSX def2/J DEFGRID3
* xyz 0 1
H 8.017 0.559 0.613
C 1.172 -2.130 -7.140
H -1.372 2.078 -3.583
N -3.556 -0.471 0.400
C 3.552 -3.707 6.552
O 6.344 4.320 1.422
H -0.372 -3.267 -4.901
H -5.092 4.031 -4.483
C -2.542 0.471 -0.212
H 0.406 -1.829 5.947
O -6.230 -0.814 0.501
O -0.944 -5.417 -1.202
N -2.948 -4.857 -0.360
H 0.203 -2.629 -7.096
H -4.775 -5.914 -0.514
N 1.537 -1.522 -5.883
I -4.070 0.439 2.215
C -4.274 4.387 -3.700
S -0.315 4.098 0.077
H -3.523 -6.685 -2.356
N 0.162 3.289 -2.639
H -4.298 3.595 -2.828
C -4.358 -5.002 -0.084
H -2.003 -4.539 3.262
H -3.065 1.517 -0.385
C -2.415 -2.858 4.523
O 2.095 -5.300 7.589
C -0.499 -2.204 -4.682
C 5.956 2.543 2.981
N -3.230 -3.407 5.469
H -3.768 -5.293 6.109
F -4.983 -1.956 -1.512
S 2.422 4.511 -1.219
H 6.358 0.377 -0.009
C -1.637 5.040 -3.523
H 1.945 -2.857 -7.401
H 3.946 -2.862 7.123
H 1.488 6.460 0.074
H -1.495 6.172 -3.873
H -0.054 3.781 -4.741
C -2.363 -3.510 3.170
C 6.968 0.816 0.784
H -3.354 -3.493 2.707
C 3.747 6.684 0.308
C -0.162 4.330 -3.686
H -1.672 -2.959 2.526
H 7.112 2.712 -0.157
H 6.650 0.421 1.750
H -5.107 -4.257 5.558
H -2.554 3.351 -4.937
H 2.423 -1.033 -5.824
H -0.937 -2.106 -3.684
H 4.279 -4.523 6.597
H 0.678 5.169 -3.697
C -0.510 0.829 -1.882
H -4.570 5.465 -3.301
H 0.368 -3.660 7.586
C 2.449 6.283 -0.610
C 1.187 -1.912 6.706
H -1.889 5.040 -2.379
H 2.143 -1.600 6.282
H 5.919 6.009 0.516
H 5.122 1.850 2.836
H -2.469 -4.039 0.000
H 5.697 7.363 -0.775
H 5.621 3.353 3.636
H 3.732 6.252 1.403
C 2.248 -4.164 7.142
C -0.987 2.318 -2.478
H -4.028 -5.026 4.365
C 0.618 3.889 -1.328
C 0.834 -1.508 -4.714
H -1.775 -1.186 -1.729
H -2.669 0.372 -2.490
O -1.752 -1.858 4.793
H 2.394 7.072 -1.487
N 1.212 -3.278 7.174
C -2.735 -6.945 -1.643
O 1.297 -0.937 -3.728
H -1.179 -1.744 -5.404
C -2.809 4.415 -4.491
H 3.709 7.870 0.437
C -2.133 -5.696 -1.062
C -1.923 -0.023 -1.651
C 5.205 6.353 -0.374
H 3.412 -3.427 5.504
H -2.952 5.151 -5.414
H 0.936 -1.268 7.552
O -5.418 0.750 -1.262
H -4.491 -5.016 1.000
S -5.049 -0.547 -0.504
H 0.142 0.914 -0.914
H -3.210 -2.912 6.353
H -1.923 2.752 -1.911
H 0.083 0.329 -2.789
C -4.080 -4.568 5.354
H -3.136 -7.575 -0.845
H -1.962 -7.509 -2.174
C 6.388 3.114 1.659
N 6.840 2.251 0.704
H 6.795 2.034 3.462
H 1.145 -1.346 -7.900
H 5.172 5.564 -1.237
H -1.640 0.536 0.565
H -4.874 -4.133 -0.498
*
```

- lowest unoccupied orbital energy (eV) = -1.74

Results of the Mulliken charge analysis, in e, for atoms 1 through 4:
1. H 0.288
2. C -0.828
3. H 0.166
4. N -0.361


Values for calculated total energy, eV, ordered as above
-114536.155, -111167.270, -159660.296, -7478.090, -234003.806, -11361.483, -17166.256, -5714.497, -97035.400